Record 1
C12H19NS | ωB97M-V/def2-TZVPD

Structure (XYZ):
```
33
Properties=species:S:1:pos:R:3:mulliken_charge:R:1
C -2.33598 2.41460 0.39974 -1.04
C -2.39889 0.91922 0.04582 0.71
C -3.33185 0.38647 -0.91826 -0.75
C -3.48353 -0.98384 -0.95212 -0.40
S -2.27690 -1.58643 0.13169 -0.13
C -1.69255 0.03700 0.64578 0.26
C -0.34088 0.16146 1.44749 -1.01
N 0.71786 0.90484 0.80835 -0.23
C 1.14984 0.24888 -0.47265 -0.18
C 1.75843 -1.20512 -0.32334 -0.53
C 3.00455 -1.33615 0.53630 -0.68
C 3.87780 0.03079 0.52377 -0.75
C 3.83253 0.51677 -0.83537 -0.36
C 2.35634 0.99945 -1.28414 -1.21
H -3.17593 2.99309 -0.19480 0.34
H -1.22734 2.90125 -0.00592 0.18
H -2.47543 2.62044 1.58157 0.23
H -4.15904 0.95135 -1.41915 0.25
H -4.20552 -1.72198 -1.28627 0.42
H -0.20469 -0.97248 1.47320 0.30
H -0.52806 0.65878 2.36833 0.58
H 1.49624 0.98783 1.40400 0.25
H 0.29462 0.15329 -1.04661 0.64
H 0.88587 -1.92433 -0.05350 0.28
H 2.08377 -1.42602 -1.38746 0.35
H 3.70497 -2.09370 0.17076 0.39
H 2.78377 -1.84852 1.69203 0.15
H 4.94038 -0.17831 0.78171 0.38
H 3.60780 0.77584 1.23870 0.27
H 4.17931 -0.32656 -1.59762 0.22
H 4.58819 1.31238 -0.97348 0.39
H 2.14214 1.00532 -2.41169 0.27
H 2.29945 2.04407 -0.97723 0.43
```

SMILES = Cc1ccsc1CNC1CCCCC1
Highest occupied orbital energy = -8.74 eV
DFT total energy = -25074.1269 eV
LUMO energy = 0.87 eV
Energy above the lowest of the compared OMol25 structures with the same formula, charge and spin = 3.544 eV

Record 2
C12H20B2Cl28NO8P2S | ωB97M-V/def2-TZVPD

Structure (XYZ):
```
74
Properties=species:S:1:pos:R:3:mulliken_charge:R:1
C 3.69075 -1.97246 0.14963 -0.24
C 2.34082 -1.84183 0.88158 -0.53
N 2.00374 -0.46044 1.17888 -0.30
P 0.36965 0.22306 0.65774 -0.10
C -1.38293 0.80851 0.04230 -0.12
C -2.56742 0.03430 0.60840 0.21
C -3.91312 0.32147 -0.06289 0.06
S -4.87921 -1.11031 -0.46794 1.31
O -5.64681 -0.85416 -1.65797 -0.72
O -5.51132 -1.57243 0.74234 -0.56
O -3.80035 -2.19357 -0.91097 -0.46
P -0.55192 -1.37590 2.21695 0.54
O -1.23145 -2.63297 1.69795 -0.59
B 0.46086 1.58712 2.13257 1.06
O 1.67473 2.08016 2.55726 -0.54
O -0.70540 2.13917 2.70916 -0.52
B 1.07872 1.48958 -0.73024 1.19
O 1.32672 2.84681 -0.46929 -0.88
O 1.27128 1.05239 -2.04793 -0.42
H 4.31173 -2.75516 0.59998 0.19
H 4.26622 -1.04269 0.22725 -0.11
H 3.57093 -2.24395 -0.90389 0.14
H 2.38903 -2.41340 1.82335 0.28
H 1.54203 -2.31204 0.28239 0.24
H 2.73349 0.15352 0.83334 -0.28
H 0.25418 -0.84747 -0.33625 0.04
H -1.53426 1.88973 0.18741 -0.40
H -1.34759 0.62689 -1.04623 0.16
H -2.66323 0.25371 1.67395 -0.07
H -2.32138 -1.02410 0.50610 -0.48
H -3.81139 0.87349 -1.00191 0.37
H -4.57607 0.89268 0.60004 -0.03
H -3.29114 -2.53088 -0.15638 0.29
H 0.49783 -1.67502 3.13660 0.08
H -1.40030 -0.68803 3.15531 -0.12
H 1.57230 2.97160 2.90547 0.25
H -0.97476 1.69098 3.51363 0.22
H 0.75531 3.43138 -0.97427 0.22
H 2.16212 0.75796 -2.24000 -0.09
C -3.17814 -5.96766 2.50109 0.24
Cl -3.53881 -7.21660 1.28796 -0.13
Cl -3.70004 -6.56546 4.09557 -0.14
Cl -1.46008 -5.64561 2.52721 -0.04
Cl -4.08768 -4.50726 2.12218 0.00
C -6.61694 1.21177 3.43686 0.29
Cl -4.95897 0.61977 3.59651 -0.06
Cl -7.45423 1.02307 4.98775 -0.13
Cl -6.58166 2.92991 2.99884 -0.06
Cl -7.46736 0.29894 2.20193 -0.07
C -4.86359 4.88476 -0.39342 0.29
Cl -5.46013 5.56441 1.12654 -0.11
Cl -5.97243 3.63319 -0.95638 -0.08
Cl -4.74033 6.16892 -1.60470 -0.12
Cl -3.27537 4.17976 -0.11148 0.00
C 6.99694 -4.11850 -1.88149 0.24
Cl 7.00146 -5.23070 -3.25981 -0.12
Cl 6.29312 -4.92608 -0.48137 -0.10
Cl 8.66449 -3.64618 -1.51053 -0.12
Cl 6.06032 -2.68502 -2.28272 0.02
C -1.02186 2.26115 -4.50740 0.23
Cl -1.33619 0.63223 -3.95468 -0.05
Cl 0.57534 2.33015 -5.26782 -0.06
Cl -2.25582 2.75042 -5.68466 -0.12
Cl -1.08426 3.39771 -3.14912 -0.09
C 5.13987 0.82870 -4.33510 0.22
Cl 5.23487 -0.41770 -5.58500 -0.11
Cl 4.44787 0.12587 -2.86794 0.14
Cl 6.76315 1.42705 -3.98212 -0.10
Cl 4.12186 2.15347 -4.89919 -0.09
C 6.30900 1.98464 0.76498 0.21
Cl 6.70678 2.83174 2.26545 -0.13
Cl 6.88090 0.31226 0.86351 -0.10
Cl 4.57334 2.00558 0.51273 0.07
Cl 7.12220 2.79359 -0.58757 -0.10
```

Total charge = -1
Highest occupied orbital energy = -3.99 eV
DFT total energy = -412033.7428 eV
LUMO energy = 1.56 eV

Record 3
C12H20BBeCl4F4N4 | ωB97M-V/def2-TZVPD

Structure (XYZ):
```
46
Properties=species:S:1:pos:R:3:mulliken_charge:R:1
Be -2.57467 -1.52449 -2.02228 1.12
B -0.82243 -1.19374 0.44777 0.70
F -0.61279 -0.18396 1.38317 -0.44
F -2.19681 -1.47074 0.36626 -0.59
F -0.60185 -0.70959 -0.85557 -0.56
F -0.15194 -2.35043 0.78140 -0.36
C 0.53178 1.30755 -5.26917 -0.99
C -0.30732 0.64275 -4.30347 0.26
N -0.97902 0.14793 -3.51035 -0.08
H 1.50820 0.83810 -5.38878 0.26
H 0.60678 2.34050 -4.92932 0.27
H 0.03931 1.27738 -6.24111 0.35
C -2.62319 -1.69597 3.69772 -0.33
C -4.04555 -1.60918 3.33513 0.17
N -5.17003 -1.50699 3.01401 -0.45
H -2.35375 -0.70715 4.06884 0.25
H -1.95228 -2.00683 2.89688 -0.11
H -2.54600 -2.38501 4.53877 0.44
C -2.08232 2.43911 0.91466 -0.52
C -2.44825 1.75005 -0.28258 0.40
N -2.69574 1.11662 -1.22830 -0.39
H -1.15473 3.00602 0.83528 0.08
H -2.06343 1.69051 1.70670 0.10
H -2.94613 3.09750 1.00660 0.37
C 2.15590 -2.78668 -1.67116 -0.68
C 0.81340 -2.72609 -2.21588 0.37
N -0.23112 -2.71545 -2.63587 -0.38
H 2.82416 -2.10762 -2.20068 0.28
H 2.36875 -3.83572 -1.87686 0.37
H 2.05939 -2.58987 -0.60343 0.12
Cl 1.86093 -1.74213 5.14440 -0.22
C 1.25464 -1.32325 3.49895 -0.14
C 2.34829 -0.71794 2.67767 0.24
Cl 2.67391 0.92211 3.30824 -0.20
H 0.37058 -0.69208 3.58925 0.07
H 0.77079 -2.24431 3.17389 0.16
H 1.95822 -0.54746 1.67423 -0.33
H 3.29067 -1.26410 2.63586 0.42
Cl 3.03471 4.30742 -0.69310 -0.20
C 1.45687 3.47963 -1.06026 -0.31
C 1.57111 1.99844 -1.22775 0.53
Cl 2.52659 1.61660 -2.67600 -0.20
H 0.96101 3.86956 -1.94918 0.40
H 0.80618 3.69523 -0.21278 0.05
H 0.60062 1.50221 -1.23143 -0.48
H 2.16637 1.59157 -0.41031 0.18
```

2S+1 = 2
Highest occupied orbital energy (alpha / beta) = -8.31 / -10.47 eV
DFT total energy = -80769.4377 eV
LUMO energy (alpha / beta) = 0.28 / -1.53 eV

Record 4
C12H20BClFN3O8P | ωB97M-V/def2-TZVPD

Structure (XYZ):
```
47
Properties=species:S:1:pos:R:3:mulliken_charge:R:1
C 1.05122 -0.61590 2.05177 -0.02
C 1.06311 0.19553 1.17344 -1.77
C 1.06132 1.18007 0.10460 1.66
Cl 2.43063 0.81832 -0.98570 -0.05
C 1.26820 2.60266 0.72192 -0.44
C 1.97400 3.65985 -0.14218 -1.02
C 1.39191 3.92968 -1.50848 0.08
O 0.66273 4.85412 -1.74817 -0.44
O 0.08002 3.11675 1.29204 -0.38
C -1.09842 3.08410 0.49962 0.05
B -2.25990 3.80376 1.39021 0.46
N -2.60150 3.38696 2.72219 -0.49
O -2.89620 4.87821 0.82503 -0.59
C -1.46100 1.67599 0.06855 0.12
N -1.88821 0.72985 1.01441 -0.29
F -2.41683 1.79911 -0.88625 -0.36
N -0.21916 1.10149 -0.70883 0.00
P -0.51745 -0.51704 -1.53478 0.88
O 0.44905 -1.52608 -1.14303 -0.59
O -2.01065 -0.91677 -1.34162 -0.51
O -0.47768 -0.13492 -3.05966 -0.55
H 0.97968 -1.30698 2.86104 0.50
H 1.92352 2.40714 1.56854 0.64
H 3.03874 3.44706 -0.23048 0.49
H 1.89059 4.59014 0.42043 0.45
H 1.65984 3.22391 -2.32113 0.36
H -1.02744 3.68098 -0.41461 0.04
H -1.91436 2.79710 3.17512 0.24
H -3.52111 2.97000 2.79955 0.26
H -2.64915 5.69702 1.26912 0.33
H -2.89662 0.65538 1.04061 0.29
H -1.48026 0.85246 1.93094 0.23
H -0.09762 1.77538 -1.47520 0.61
H -2.07913 -1.46063 -0.53634 0.41
H 0.35271 0.29019 -3.32003 0.38
O -1.10316 -4.55915 0.74363 -0.62
C -0.08066 -4.99728 0.29392 0.55
O 0.99920 -5.26253 1.05575 -0.36
C 2.10929 -5.66288 0.22761 -0.40
C 1.48347 -6.16066 -1.07104 -0.53
C 0.22949 -5.29157 -1.16077 -0.21
H 2.74599 -4.78969 0.07104 0.24
H 2.67709 -6.42287 0.75720 0.32
H 2.15259 -6.07759 -1.92414 0.34
H 1.19764 -7.20778 -0.96906 0.27
H 0.42674 -4.33982 -1.65832 0.07
H -0.60165 -5.79924 -1.64157 0.33
```

Total charge = +1
Highest occupied orbital energy = -12.29 eV
DFT total energy = -58819.2640 eV
LUMO energy = -3.13 eV

Record 5
C12H20BNO24S4 | ωB97M-V/def2-TZVPD

Structure (XYZ):
```
62
Properties=species:S:1:pos:R:3:mulliken_charge:R:1
N -0.46908 0.19249 0.44880 -0.50
H -0.88473 0.45041 1.33244 0.38
H 0.34365 0.75717 0.24708 0.38
H -1.02492 0.28181 -0.38974 0.37
H -0.13649 -0.76056 0.48321 0.37
O 2.55566 1.19084 8.26492 -0.61
C 2.09199 0.09716 7.77214 0.58
O 2.22285 -1.13786 8.41659 -0.37
B 1.60555 -2.11404 7.49309 0.94
O 0.93875 -1.34296 6.42788 -0.52
C 1.19106 -0.05182 6.51191 0.60
O 0.90690 0.85443 5.66402 -0.68
O 2.66821 -2.91696 6.75040 -0.52
C 2.41840 -4.16124 6.86297 0.56
O 2.95155 -5.10055 6.37553 -0.60
C 1.19856 -4.30946 7.80732 0.63
O 0.72035 -3.08468 8.10794 -0.43
O 0.76185 -5.31740 8.33365 -0.60
C -3.85562 8.03659 -3.77127 -0.18
C -4.72948 7.77913 -2.52538 -0.23
O -4.95973 6.40311 -2.41808 -0.33
S -4.26448 5.42026 -3.55360 1.12
O -5.15824 4.47104 -4.09926 -0.48
O -2.95722 4.94807 -3.02737 -0.53
O -4.06376 6.78184 -4.47410 -0.37
H -2.78544 8.18637 -3.62852 0.26
H -4.19286 8.90702 -4.33408 0.27
H -5.67339 8.32385 -2.54599 0.23
H -4.26898 7.90661 -1.54569 0.24
C 4.47957 -5.72762 0.15723 -0.31
C 5.66157 -5.51299 1.10905 -0.29
O 5.45495 -4.11804 1.39872 -0.30
S 5.00648 -3.30790 0.06027 1.11
O 6.18331 -3.04235 -0.76867 -0.55
O 4.13775 -2.16524 0.34017 -0.53
O 4.17334 -4.56157 -0.52569 -0.27
H 3.71132 -6.10708 0.83095 0.28
H 4.67174 -6.49722 -0.59035 0.29
H 6.65818 -5.66541 0.69476 0.27
H 5.56917 -6.12997 2.00285 0.31
C 5.34611 0.27212 -5.80939 -0.34
C 5.60256 -1.00410 -6.45226 -0.21
O 4.34370 -1.60495 -6.50699 -0.30
S 3.07859 -0.66379 -6.10031 1.05
O 2.54434 -0.77570 -4.70535 -0.51
O 2.06342 -0.64890 -7.21928 -0.52
O 4.03707 0.64863 -6.28075 -0.31
H 6.08346 1.03745 -6.05159 0.33
H 5.46043 0.10025 -4.73911 0.27
H 6.39482 -1.57591 -5.96909 0.29
H 5.89864 -0.94016 -7.49932 0.26
C -8.38170 0.87662 0.06520 -0.30
C -7.41793 0.05692 -0.80907 -0.27
O -6.15402 0.66397 -0.51388 -0.30
S -6.02279 1.00363 1.07537 1.08
O -5.25898 2.22233 1.28735 -0.51
O -5.65824 -0.20319 1.82001 -0.53
O -7.64959 1.31669 1.19525 -0.32
H -9.31374 0.38377 0.34177 0.29
H -8.74214 1.82818 -0.32559 0.27
H -7.72605 0.17190 -1.84828 0.29
H -7.38625 -1.02105 -0.65076 0.29
```

Highest occupied orbital energy = -8.59 eV
DFT total energy = -107411.6754 eV
LUMO energy = -2.12 eV
Energy above the lowest of the compared OMol25 structures with the same formula, charge and spin = 5.888 eV

Record 6
C12H20CeN9O2SSi | ωB97M-V/def2-TZVPD

Structure (XYZ):
```
46
Properties=species:S:1:pos:R:3:mulliken_charge:R:1
Ce -0.41201 -0.22299 -0.44718 0.64
S 2.18094 0.40340 1.36869 -0.48
C 2.58129 1.28796 -0.06205 0.27
C 3.88019 1.79910 -0.31489 -0.84
C 4.12347 2.51349 -1.46149 -0.02
C 3.09861 2.71386 -2.39318 -0.96
C 1.87596 2.14393 -2.11412 -0.12
N 1.62260 1.45450 -0.99679 0.16
H 4.65277 1.61194 0.41871 0.38
H 5.11551 2.91088 -1.65088 0.34
H 3.25383 3.25984 -3.31395 0.37
H 1.05015 2.21140 -2.81669 0.38
N -0.79338 2.03113 1.52299 -0.19
N -1.23984 3.25473 0.98869 -0.42
C -1.59395 3.18753 -0.36196 0.50
N -2.22405 4.32012 -0.85154 -0.61
N -1.31808 2.10099 -0.97501 -0.02
N -1.52858 1.88241 -2.29040 0.72
O -1.17644 0.66990 -2.64153 -0.74
O -2.01370 2.75123 -3.09296 -0.92
H -1.55262 1.48018 1.91044 0.20
H -0.02370 2.15519 2.16261 0.23
H -1.96600 3.71340 1.52553 0.23
H -1.70934 5.15759 -0.60878 0.21
H -2.33571 4.20896 -1.86032 0.34
C 2.04156 -3.76994 -1.64235 -1.24
Si 0.85123 -2.37787 -2.19331 0.45
C -0.54481 -3.40459 -3.01996 -1.25
C 1.77050 -1.70962 -3.73743 -1.29
H 2.25568 -4.43333 -2.49275 0.32
H 1.60834 -4.37157 -0.83646 0.30
H 2.98967 -3.36693 -1.27077 0.27
H -0.13766 -4.07992 -3.78671 0.35
H -1.29467 -2.76160 -3.49230 0.31
H -1.06540 -4.01264 -2.27167 0.30
H 2.00185 -2.52278 -4.44111 0.35
H 2.71198 -1.22889 -3.44601 0.30
H 1.17110 -0.95735 -4.26150 0.31
N -2.08609 -5.53951 3.45539 -0.62
C -1.54787 -4.51221 3.35846 0.49
N -0.90963 -3.36932 3.39695 -0.72
C -0.73993 -2.54607 2.41557 0.45
N -0.52037 -1.70153 1.64198 -0.37
C -2.89141 -0.40903 -0.00473 -0.71
H -3.42953 -1.29933 0.35117 0.23
H -3.64783 0.28413 -0.40911 0.15
```

2S+1 = 2
Total charge = -2
Highest occupied orbital energy (alpha / beta) = -0.36 / -0.38 eV
DFT total energy = -61911.3611 eV
LUMO energy (alpha / beta) = 4.54 / 4.53 eV
Energy above the lowest of the compared OMol25 structures with the same formula, charge and spin = 1.648 eV